Density functional theory data (ωB97M-V/def2-TZVPD) for C30H46O3P2Ru as an isolated structure.

Each line ends with the Mulliken spin population.
Positions of all 82 atoms, in Å:
Ru (0.24549, 0.36149, -3.27675)  1.13
C (-1.00072, -2.63790, 2.52927)  0.37
C (0.27580, -2.88955, 1.95675)  0.32
C (0.47190, -1.10358, 3.39776)  0.27
C (-0.88698, -1.50731, 3.38918)  0.29
C (1.19133, -1.96891, 2.52563)  0.28
C (-2.23481, -3.42141, 2.33116)  0.03
H (-2.04196, -4.32248, 1.74140)  0.00
H (-3.01527, -2.83978, 1.82050)  0.02
H (-2.64558, -3.75272, 3.29514)  0.02
C (-1.97295, -0.87558, 4.15639)  0.01
H (-2.82986, -1.55321, 4.24176)  0.00
H (-2.32110, 0.04540, 3.66197)  0.03
H (-1.61461, -0.59736, 5.15730)  0.01
C (1.07865, -0.06355, 4.24902)  0.04
H (1.60733, -0.52193, 5.10239)  0.04
H (0.31738, 0.62573, 4.63318)  0.00
H (1.80214, 0.54782, 3.69490)  0.02
C (2.65122, -1.93276, 2.28883)  0.25
H (3.22326, -2.63825, 2.93074)  0.05
H (3.02459, -0.90627, 2.49927)  -0.03
H (2.89140, -2.31232, 1.29984)  -0.02
C (0.63252, -3.95130, 0.98825)  -0.03
H (1.34431, -4.66884, 1.43149)  0.02
H (1.10804, -3.51561, 0.09323)  0.03
H (-0.25701, -4.50792, 0.66716)  0.00
C (-0.91822, 1.38294, -4.34729)  -0.09
C (-1.23004, -0.07424, -4.38264)  0.06
C (-0.78983, -0.89251, -5.57363)  0.02
C (0.68667, -1.31034, -5.52474)  0.02
C (1.36772, -0.79996, -4.27393)  -0.06
C (1.84676, 0.59920, -4.23095)  0.11
C (1.48152, 1.49070, -5.38655)  0.04
C (0.00846, 1.96754, -5.37331)  0.05
H (-0.96785, -0.31423, -6.48681)  0.00
H (1.26340, -0.97152, -6.39612)  0.00
H (-1.40149, -1.81757, -5.57993)  0.00
H (-0.47799, 1.76538, -6.34463)  -0.01
H (-1.52097, 2.06150, -3.74033)  0.00
H (-2.14950, -0.39604, -3.90920)  -0.08
H (0.02224, 3.05538, -5.16326)  0.00
H (2.13376, 2.37414, -5.22257)  0.00
H (2.78927, 0.79462, -3.73414)  -0.02
H (1.70726, 0.98406, -6.34678)  0.00
H (0.70740, -2.41736, -5.53109)  0.00
H (2.00639, -1.52496, -3.80506)  0.00
P (-3.30425, -0.93536, -1.17696)  0.00
C (-3.77101, -0.43841, 0.47478)  0.02
C (-2.43297, -2.52613, -0.96526)  0.01
P (3.72618, -0.24778, 0.26405)  0.90
C (-1.64438, -0.10477, -1.43740)  0.61
C (3.95820, -1.11432, -1.32247)  -0.05
C (2.97367, 1.25599, -0.44693)  0.07
H (-2.94618, 0.05086, 1.01733)  0.03
H (-4.19693, -1.28117, 1.02566)  0.00
H (-4.54134, 0.33323, 0.35764)  -0.01
H (-2.01151, -2.83754, -1.92530)  0.00
H (-3.13017, -3.29266, -0.62409)  0.00
H (-1.60000, -2.41106, -0.26654)  0.00
H (2.76610, 1.10791, -1.49823)  -0.03
H (3.94945, 1.78437, -0.22524)  0.03
H (2.13923, 1.83145, 0.02601)  -0.02
H (-0.80283, -0.39504, -0.81748)  0.14
H (-1.63962, 0.98217, -1.45903)  0.02
H (4.96672, -1.52629, -1.08021)  0.02
H (4.02700, -0.27743, -2.02121)  0.02
H (3.29866, -1.88531, -1.76791)  0.03
O (1.65153, 3.04010, 2.74415)  0.00
C (0.55738, 3.69753, 3.13901)  0.00
C (0.68567, 4.81850, 3.98651)  0.00
C (-0.46198, 5.45011, 4.44533)  0.00
C (-1.73556, 4.99701, 4.06894)  0.00
C (-1.86617, 3.89957, 3.21919)  0.00
C (-0.73014, 3.24131, 2.73549)  0.01
C (-0.84493, 1.97111, 1.94533)  0.02
O (-1.97507, 1.42591, 1.92969)  0.01
O (0.22819, 1.53084, 1.37328)  0.00
H (1.26194, 2.33196, 2.08241)  0.00
H (1.68210, 5.14915, 4.27846)  0.00
H (-0.36719, 6.30830, 5.10873)  0.00
H (-2.63392, 5.49064, 4.44040)  0.00
H (-2.84534, 3.52662, 2.91910)  0.00

The lowest unoccupied orbital energy (alpha / beta) comes out at -3.844 / -5.040 eV. As for the multiplicity: 6. The charge is +1. The expectation value of S² is 8.780. The value obtained for the HOMO-LUMO gap (alpha / beta) is 0.20386 / 0.15995 Eh.

Density functional theory data (ωB97M-V/def2-TZVPD) for C19H17AsBr4N2O2PdS as an isolated structure.

Each line ends with the Mulliken charge.
Positions of all 47 atoms, in Å:
Pd (0.84191, -0.84047, -0.27678)  0.08
Br (6.07741, -1.95560, 4.40418)  -0.03
C (5.10356, -1.41163, 2.93273)  0.39
C (5.84853, -1.13122, 1.65762)  0.36
Br (7.68859, -1.29123, 1.67758)  -0.03
C (5.22185, -0.78204, 0.52184)  -0.50
Br (6.08299, -0.46100, -1.09945)  -0.02
C (3.77363, -0.66523, 0.51694)  0.91
O (3.12892, -0.43206, -0.48249)  -0.56
C (3.01410, -0.84031, 1.86531)  0.60
O (1.83016, -0.60233, 1.86939)  -0.54
C (3.76929, -1.27383, 3.02816)  -0.42
Br (2.78971, -1.58676, 4.58626)  -0.04
C (1.94848, 2.27668, -1.33498)  -1.31
As (0.33082, 1.24945, -1.20353)  1.11
C (-0.39054, 1.18196, -2.97309)  -1.20
C (-0.88517, 2.24150, -0.03290)  -1.17
C (-2.25147, 2.39173, -0.63091)  0.37
C (-3.28718, 1.55064, -0.24337)  -0.26
C (-4.56060, 1.71663, -0.76941)  -0.66
C (-4.80333, 2.72025, -1.69442)  -0.44
C (-3.77423, 3.56333, -2.08822)  -0.75
C (-2.50349, 3.39755, -1.55889)  -0.14
H (1.69200, 3.22283, -1.81049)  0.48
H (2.68029, 1.74134, -1.93560)  0.41
H (2.35462, 2.45375, -0.34172)  0.37
H (-0.58812, 2.20942, -3.27296)  0.46
H (-1.31057, 0.60362, -2.99329)  0.39
H (0.35156, 0.72893, -3.62739)  0.42
H (-0.37677, 3.19558, 0.11035)  0.59
H (-0.89994, 1.70846, 0.91587)  0.54
H (-3.10053, 0.76997, 0.48723)  0.34
H (-5.36823, 1.07266, -0.44759)  0.40
H (-5.79554, 2.84964, -2.10550)  0.41
H (-3.96558, 4.35768, -2.79730)  0.40
H (-1.70588, 4.07461, -1.84944)  0.48
S (0.07552, -2.93784, -1.49025)  -0.38
C (-0.90468, -3.11738, -0.12316)  0.38
N (-1.58528, -4.26336, 0.13250)  -0.01
C (-2.32895, -4.44911, 1.24934)  -0.11
C (-2.41021, -3.45515, 2.16917)  -0.79
C (-1.72002, -2.27004, 1.87020)  0.00
N (-1.01720, -2.10301, 0.76628)  -0.13
H (-1.50698, -5.00888, -0.55029)  0.28
H (-2.83069, -5.40210, 1.34553)  0.42
H (-2.98730, -3.56861, 3.07348)  0.43
H (-1.74541, -1.42902, 2.55344)  0.50

The lowest unoccupied orbital energy (alpha / beta) comes out at -8.150 / -8.140 eV. As for the multiplicity: 1. The charge is +2. Its energy relative to the best compared isomer or geometry (same formula, charge and spin) is 25.2 kcal/mol. The value obtained for the HOMO-LUMO gap (alpha / beta) is 0.21935 / 0.21961 Eh.

| no. | E (a.u.) | strongest force on any atom (eV Å⁻¹) |
| --- | --- | --- |
| 1 | -2173.40249 | 12.092 |
| 2 | -14051.49932 | 0.970 |